6 unconnected molecules or ions with the total composition C18H42N6O6 in a non-equilibrium geometry, computed with ωB97M-V with the def2-TZVPD basis set.

Values from the calculation:
SMILES string	CN(C)C=O.CN(C)C=O.CN(C)C=O.CN(C)C=O.CN(C)C=O.CN(C)C=O
energy relative to the best compared isomer or geometry (same formula, charge and spin)	284.0	kJ/mol
charge	0
total energy	-40572.7303	eV

Each atom is followed by the atoms it is bonded to, with distances in Å.
Positions of all 72 atoms, in Å:
1 C -14.36 -13.85 0.99  O2 1.217, N3 1.343, H6 1.104
2 O -14.27 -12.84 0.32  C1 1.217
3 N -13.45 -14.85 1.01  C1 1.343, C4 1.444, C5 1.438
4 C -13.55 -15.97 1.90  N3 1.444, H7 1.087, H8 1.084, H9 1.092
5 C -12.29 -14.73 0.17  N3 1.438, H10 1.091, H11 1.088, H12 1.099
6 H -15.24 -14.03 1.63  C1 1.104
7 H -14.30 -15.75 2.66  C4 1.087
8 H -12.61 -16.18 2.39  C4 1.084
9 H -13.81 -16.85 1.31  C4 1.092
10 H -12.01 -13.69 -0.01  C5 1.091
11 H -11.42 -15.21 0.60  C5 1.088
12 H -12.43 -15.14 -0.84  C5 1.099
13 C -5.21 -20.19 3.14  O14 1.208, N15 1.353, H18 1.106
14 O -5.47 -19.77 4.25  C13 1.208
15 N -5.59 -19.61 1.99  C13 1.353, C16 1.446, C17 1.460
16 C -5.47 -20.34 0.75  N15 1.446, H19 1.100, H20 1.089, H21 1.090
17 C -6.51 -18.47 2.01  N15 1.460, H22 1.092, H23 1.084, H24 1.089
18 H -4.60 -21.09 2.95  C13 1.106
19 H -6.28 -21.08 0.64  C16 1.100
20 H -4.51 -20.85 0.66  C16 1.089
21 H -5.55 -19.68 -0.12  C16 1.090
22 H -7.55 -18.81 1.96  C17 1.092
23 H -6.31 -17.95 2.94  C17 1.084
24 H -6.28 -17.87 1.14  C17 1.089
25 C -8.18 -19.80 -3.74  O26 1.214, N27 1.345, H30 1.105
26 O -7.81 -19.14 -2.78  C25 1.214
27 N -8.01 -21.12 -3.87  C25 1.345, C28 1.452, C29 1.456
28 C -7.26 -21.85 -2.86  N27 1.452, H31 1.088, H32 1.094, H33 1.086
29 C -8.35 -21.82 -5.10  N27 1.456, H34 1.092, H35 1.087, H36 1.089
30 H -8.73 -19.36 -4.59  C25 1.105
31 H -6.71 -22.67 -3.33  C28 1.088
32 H -7.94 -22.29 -2.12  C28 1.094
33 H -6.60 -21.16 -2.35  C28 1.086
34 H -7.49 -21.87 -5.77  C29 1.092
35 H -8.70 -22.81 -4.86  C29 1.087
36 H -9.14 -21.27 -5.61  C29 1.089
37 C -8.80 -14.60 3.98  O38 1.206, N39 1.355, H42 1.106
38 O -8.79 -15.70 3.48  C37 1.206
39 N -9.89 -13.84 4.22  C37 1.355, C40 1.432, C41 1.443
40 C -9.77 -12.52 4.75  N39 1.432, H43 1.089, H44 1.097, H45 1.099
41 C -11.23 -14.34 4.01  N39 1.443, H46 1.094, H47 1.093, H48 1.083
42 H -7.89 -14.08 4.32  C37 1.106
43 H -8.77 -12.11 4.59  C40 1.089
44 H -10.02 -12.41 5.81  C40 1.097
45 H -10.45 -11.83 4.23  C40 1.099
46 H -11.77 -14.35 4.96  C41 1.094
47 H -11.78 -13.69 3.34  C41 1.093
48 H -11.15 -15.35 3.63  C41 1.083
49 C -15.06 -14.20 -2.77  O50 1.209, N51 1.368, H54 1.105
50 O -16.02 -14.92 -2.69  C49 1.209
51 N -13.82 -14.58 -3.20  C49 1.368, C52 1.432, C53 1.437
52 C -13.69 -15.85 -3.85  N51 1.432, H55 1.082, H56 1.094, H57 1.099
53 C -12.83 -13.58 -3.50  N51 1.437, H58 1.092, H59 1.103, H60 1.087
54 H -15.06 -13.14 -2.47  C49 1.105
55 H -14.60 -16.42 -3.78  C52 1.082
56 H -12.84 -16.40 -3.43  C52 1.094
57 H -13.46 -15.71 -4.92  C52 1.099
58 H -11.82 -13.99 -3.56  C53 1.092
59 H -12.98 -13.15 -4.50  C53 1.103
60 H -12.86 -12.77 -2.77  C53 1.087
61 C -11.20 -18.23 1.06  O62 1.215, N63 1.354, H66 1.106
62 O -12.13 -19.02 1.14  C61 1.215
63 N -10.55 -17.91 -0.07  C61 1.354, C64 1.428, C65 1.439
64 C -9.44 -17.01 -0.07  N63 1.428, H67 1.099, H68 1.093, H69 1.096
65 C -10.87 -18.52 -1.33  N63 1.439, H70 1.087, H71 1.087, H72 1.095
66 H -10.80 -17.66 1.92  C61 1.106
67 H -9.39 -16.44 0.87  C64 1.099
68 H -9.50 -16.26 -0.86  C64 1.093
69 H -8.44 -17.45 -0.11  C64 1.096
70 H -10.09 -19.23 -1.63  C65 1.087
71 H -11.82 -19.05 -1.30  C65 1.087
72 H -11.00 -17.71 -2.06  C65 1.095